Model P:
A structure of composition C36H43N9O4PS3Zr. Source: the OMol25 dataset; level of theory: the ωB97M-V functional and the def2-TZVPD basis.

The geometry in XYZ format:
```
97
Properties=species:S:1:pos:R:3
Zr -0.623 -1.271 -0.494
N -0.406 -0.038 -2.632
C -1.477 0.851 -3.049
C -1.908 0.861 -4.364
C -2.911 1.742 -4.742
C -3.464 2.612 -3.809
C -3.034 2.577 -2.491
C -2.041 1.684 -2.097
P -1.510 1.460 -0.370
C -3.011 1.982 0.519
C -3.138 3.172 1.231
C -4.382 3.555 1.727
C -5.503 2.774 1.490
C -5.386 1.599 0.754
C -4.147 1.199 0.285
C -0.255 2.745 -0.093
C 0.366 3.388 -1.161
C 1.350 4.340 -0.928
C 1.711 4.667 0.373
C 1.101 4.025 1.444
C 0.137 3.056 1.212
H 0.421 0.506 -2.389
H -0.145 -0.618 -3.423
H -1.455 0.197 -5.092
H -3.254 1.755 -5.768
H -4.236 3.310 -4.105
H -3.486 3.243 -1.765
H -2.293 3.828 1.379
H -4.474 4.482 2.278
H -6.471 3.090 1.858
H -6.265 1.003 0.542
H -4.062 0.294 -0.305
H 0.054 3.187 -2.180
H 1.813 4.848 -1.764
H 2.449 5.441 0.546
H 1.345 4.299 2.463
H -0.341 2.572 2.059
N 1.769 -3.760 -3.402
C 0.629 -3.629 -4.172
C 0.361 -4.046 -5.470
C -0.901 -3.780 -5.951
C -1.845 -3.113 -5.156
C -1.562 -2.706 -3.865
C -0.289 -2.986 -3.354
N 0.323 -2.734 -2.087
C 1.556 -3.228 -2.191
C 2.606 -3.400 -1.171
C 3.900 -3.690 -1.483
S 4.762 -4.093 -0.082
C 3.353 -3.850 0.840
N 2.303 -3.463 0.169
H 2.603 -4.254 -3.674
H 1.105 -4.552 -6.072
H -1.167 -4.087 -6.954
H -2.826 -2.908 -5.564
H -2.306 -2.160 -3.308
H 4.389 -3.686 -2.446
H 3.347 -4.029 1.906
N 0.503 -1.596 1.586
C 1.068 -0.248 1.862
C 1.935 -0.093 3.107
C 3.257 -0.862 3.170
C 4.450 -0.287 2.395
N 4.601 1.166 2.463
C 5.258 1.841 3.394
N 5.848 1.214 4.414
N 5.316 3.173 3.327
C 1.730 0.195 0.566
O 2.606 1.018 0.539
O 1.208 -0.396 -0.508
H 0.049 -1.980 2.406
H 1.239 -2.254 1.299
H 0.217 0.424 2.003
H 1.331 -0.405 3.963
H 2.106 0.978 3.243
H 3.115 -1.881 2.798
H 3.520 -0.969 4.224
H 4.364 -0.520 1.337
H 5.373 -0.760 2.732
H 4.085 1.675 1.757
H 5.891 0.212 4.451
H 6.437 1.718 5.056
H 4.956 3.659 2.523
H 5.850 3.708 3.990
O -2.611 -1.506 -1.203
S -2.775 -2.900 -0.546
N -1.482 -3.274 0.073
C -2.868 -2.835 3.079
S -2.356 -1.138 2.870
C -3.891 -0.345 3.242
O -2.093 -0.893 1.385
H -3.886 -2.979 2.714
H -2.813 -3.058 4.146
H -2.173 -3.466 2.529
H -4.187 -0.688 4.236
H -4.623 -0.635 2.489
H -3.732 0.731 3.240
```

The HOMO energy is -15.33 eV. Its charge is +3. The spin multiplicity is 1. The calculation puts the HOMO-LUMO gap at 7.16 eV.

=====

Model Q:
A structure of composition C36H43N9O4PS3Zr. Source: the OMol25 dataset; level of theory: the ωB97M-V functional and the def2-TZVPD basis.

The geometry in XYZ format:
```
97
Properties=species:S:1:pos:R:3
Zr -0.173 0.130 0.137
N -1.069 -0.687 -2.554
C -1.897 0.174 -3.350
C -2.903 -0.302 -4.176
C -3.631 0.596 -4.942
C -3.344 1.954 -4.887
C -2.352 2.429 -4.044
C -1.624 1.536 -3.263
P -0.422 1.986 -1.976
C 1.206 1.893 -2.811
C 1.398 1.206 -4.010
C 2.660 1.149 -4.586
C 3.729 1.807 -3.993
C 3.540 2.513 -2.813
C 2.293 2.530 -2.207
C -0.750 3.771 -1.848
C -1.928 4.135 -1.187
C -2.321 5.463 -1.143
C -1.537 6.439 -1.747
C -0.368 6.079 -2.402
C 0.025 4.749 -2.462
H -0.200 -0.853 -3.053
H -1.520 -1.590 -2.472
H -3.105 -1.366 -4.236
H -4.415 0.234 -5.593
H -3.906 2.644 -5.502
H -2.154 3.491 -3.992
H 0.553 0.769 -4.531
H 2.799 0.627 -5.524
H 4.702 1.793 -4.468
H 4.362 3.064 -2.371
H 2.146 3.083 -1.287
H -2.538 3.367 -0.729
H -3.242 5.740 -0.644
H -1.846 7.475 -1.720
H 0.234 6.838 -2.885
H 0.925 4.481 -3.003
N 3.131 -1.902 -2.155
C 2.251 -2.856 -2.629
C 2.417 -3.917 -3.512
C 1.334 -4.752 -3.687
C 0.132 -4.543 -2.994
C -0.029 -3.491 -2.119
C 1.047 -2.615 -1.951
N 1.203 -1.500 -1.128
C 2.472 -1.146 -1.256
C 3.092 -0.242 -0.312
C 4.406 0.101 -0.211
S 4.665 0.994 1.215
C 3.012 0.846 1.602
N 2.299 0.187 0.731
H 4.094 -1.802 -2.432
H 3.357 -4.089 -4.020
H 1.422 -5.603 -4.348
H -0.686 -5.235 -3.148
H -0.946 -3.364 -1.556
H 5.216 -0.108 -0.891
H 2.604 1.246 2.519
N 0.423 -2.026 1.483
C 0.523 -1.689 2.916
C -0.516 -2.478 3.737
C -0.744 -2.092 5.206
C 0.363 -2.497 6.193
N 1.480 -1.562 6.317
C 1.464 -0.462 7.060
N 0.358 -0.083 7.692
N 2.574 0.267 7.192
C 0.239 -0.186 2.975
O 0.815 0.558 3.750
O -0.666 0.187 2.115
H -0.539 -2.301 1.291
H 0.994 -2.829 1.249
H 1.538 -1.879 3.265
H -0.260 -3.540 3.687
H -1.472 -2.350 3.222
H -1.646 -2.618 5.524
H -0.943 -1.020 5.283
H 0.781 -3.461 5.905
H -0.065 -2.634 7.187
H 2.336 -1.776 5.835
H -0.495 -0.611 7.635
H 0.369 0.703 8.321
H 3.454 -0.044 6.822
H 2.586 1.097 7.759
O -1.839 -1.215 0.008
S -2.915 -0.106 0.002
N -2.183 1.168 0.131
C -1.125 3.127 2.582
S 0.544 3.042 1.909
C 0.561 4.678 1.149
O 0.487 2.103 0.679
H -1.829 2.997 1.763
H -1.248 4.093 3.069
H -1.234 2.326 3.305
H 0.774 5.420 1.918
H -0.397 4.873 0.676
H 1.355 4.684 0.404
```

The HOMO energy is -15.08 eV. Its charge is +3. The spin multiplicity is 1. The calculation puts the HOMO-LUMO gap at 7.01 eV.

=====

Result of the stability comparison: model Q is the least stable of them.

=====

Model P:
An isolated molecule of ClH4N2OP. Source: the OMol25 dataset; level of theory: the ωB97M-V functional and the def2-TZVPD basis.

The geometry in XYZ format:
```
9
Properties=species:S:1:pos:R:3
N 0.571 0.031 -1.298
P -0.392 -0.400 0.030
N 0.642 0.041 1.237
O -0.972 -1.707 -0.184
Cl -2.040 1.022 0.208
H 0.182 -0.313 -2.171
H 0.685 1.000 -1.531
H 0.517 0.931 1.679
H 0.806 -0.605 2.029
```

Its SMILES is NP(N)(=O)Cl. The HOMO energy is -10.72 eV. Its charge is 0. The spin multiplicity is 1. The calculation puts the HOMO-LUMO gap at 11.31 eV.

=====

Model Q:
An isolated molecule of ClH4N2OP. Source: the OMol25 dataset; level of theory: the ωB97M-V functional and the def2-TZVPD basis.

The geometry in XYZ format:
```
9
Properties=species:S:1:pos:R:3
N -0.031 -1.425 1.003
P -0.224 0.494 0.575
O -1.521 0.374 -0.364
N 0.858 0.548 -0.827
Cl 0.501 2.022 -1.768
H 0.629 -1.475 1.821
H 0.396 -1.834 0.201
H -2.385 0.750 -0.122
H 1.777 0.546 -0.519
```

Its SMILES is NP(O)NCl. The HOMO energy is -9.09 eV. Its charge is 0. The spin multiplicity is 1. The calculation puts the HOMO-LUMO gap at 9.48 eV.

=====

Result of the stability comparison: model Q is the least stable of them.